No. 1
The following is a quantum chemistry calculation of 2 unconnected molecules or ions with the total composition C4H5BrO, from OMol25.

Properties
Gap between HOMO and LUMO in eV: 9.7445
Max |F| in eV/Å: 6.11
Energy relative to the best compared isomer or geometry (same formula, charge and spin) in kcal per mole: 91.5
Total charge: 0

XYZ file:
```
11
Properties=species:S:1:pos:R:3:forces:R:3
C -1.1837 -1.2318 -1.8150 -2.81 3.40 -0.42
Br -0.2776 1.6998 2.7620 -0.26 0.00 0.80
H -1.1486 -0.9136 -2.8206 0.86 0.75 -1.30
H 1.1095 2.1932 0.7540 0.39 -1.70 1.44
C 1.0034 1.2884 1.4603 -1.64 -1.46 -4.40
H -0.9678 -2.2107 -1.8372 0.42 -3.63 0.51
C -0.5099 -0.4372 -0.8617 0.63 -0.47 -0.44
O 2.1436 0.6638 1.7909 0.19 0.20 -0.10
H 2.1327 -0.2680 2.1031 -0.84 0.98 -0.25
C -0.0731 0.1396 0.0785 3.17 3.23 4.11
H -2.2283 -0.9234 -1.6144 -0.11 -1.29 0.04
```
Forces are in eV/Å.


No. 2
The following is a quantum chemistry calculation of 2 unconnected molecules or ions with the total composition C4H5BrO2S, from OMol25.

Properties
Gap between HOMO and LUMO in eV: 8.5313
Max |F| in eV/Å: 4.56
Energy relative to the best compared isomer or geometry (same formula, charge and spin) in kcal per mole: 100.4
Total charge: 0

XYZ file:
```
13
Properties=species:S:1:pos:R:3:forces:R:3
C -1.3404 1.7206 0.2575 3.10 -2.12 -0.90
H -2.0786 2.3991 0.4725 -1.85 1.43 0.25
Br -3.0476 -0.5075 -0.2655 -0.44 -0.44 -0.01
O -0.0433 -1.3227 -1.4525 -3.44 -1.85 -1.50
S 0.3132 2.4368 0.1435 -1.12 0.79 0.70
O 2.2515 -0.7949 1.2267 -0.51 2.36 2.20
C -1.5013 0.4270 -0.0031 4.19 -0.71 0.68
H 1.9149 -0.0288 1.8902 0.57 -2.69 -2.82
H 0.9106 1.3106 -0.1971 0.23 -0.54 -0.30
C 1.4858 -1.1501 0.1697 -4.01 2.15 0.29
H -0.9690 -1.8463 -1.5125 2.99 1.91 0.61
H 1.9102 -1.9380 -0.4638 -0.05 0.49 0.43
C 0.1939 -0.7056 -0.2656 0.33 -0.77 0.36
```
Forces are in eV/Å.


No. 3
The following is a quantum chemistry calculation of a single C4H5BrSi molecule, from OMol25.

Properties
Gap between HOMO and LUMO in eV: 9.0932
Max |F| in eV/Å: 4.88
Energy relative to the best compared isomer or geometry (same formula, charge and spin) in kcal per mole: 20.6
Total charge: 0

XYZ file:
```
11
Properties=species:S:1:pos:R:3:forces:R:3
H 2.4825 -0.8967 0.0812 -2.73 1.38 0.11
Br -2.7513 -1.2892 0.7204 -0.30 -0.41 -0.20
H -1.0375 1.1299 -1.8927 1.30 -0.45 0.33
H 0.8280 -1.0656 2.0964 -0.38 0.87 -1.38
C 1.3830 -0.3889 0.1189 3.01 -1.69 -0.28
C 0.5753 -0.5129 1.1368 -2.37 0.11 2.77
H 1.4833 0.2586 -1.8401 2.73 0.48 -4.02
C -0.4145 0.6654 -1.0889 -1.83 0.37 -0.05
Si -1.2825 0.3309 0.5688 2.43 0.18 0.49
H -2.1218 1.5267 1.1846 1.30 -1.07 -0.47
C 0.8556 0.2420 -1.0853 -3.17 0.23 2.69
```
Forces are in eV/Å.


No. 4
The following is a quantum chemistry calculation of a molecular structure, C4H5CdO5, from OMol25.

Properties
Gap between HOMO and LUMO (spin up / spin down) in eV: 7.4857 / 8.8366
Max |F| in eV/Å: 4.70
2S+1: 2
Total charge: 0

XYZ file:
```
15
Properties=species:S:1:pos:R:3:forces:R:3
H -1.8799 -1.6992 -0.7994 0.50 0.21 -0.12
O -1.5821 0.2639 -0.5733 0.23 -0.26 0.00
H -0.5065 2.9276 1.2761 0.03 -0.02 -0.22
C -0.0291 -1.4350 1.6346 -3.07 3.33 1.25
H -2.5840 -1.0632 0.6042 1.36 0.02 1.05
H -2.2691 1.1799 1.1772 0.22 -0.04 -0.16
H -2.2618 2.1599 -0.2838 0.12 -0.16 0.02
O -0.0840 -1.4040 0.2578 -4.30 -1.01 -0.26
Cd 1.8756 -0.5370 0.2196 2.72 0.97 -1.79
C -1.6641 -0.9926 0.0087 0.34 -0.30 -3.71
C -1.6945 1.3824 0.2529 -0.44 0.24 0.27
O 0.7105 1.5566 0.4468 -0.68 0.62 0.05
O 1.0758 -1.0260 2.0735 0.37 -1.59 1.72
C -0.3931 2.0087 0.6661 0.48 -0.48 0.37
O -1.1713 -1.3672 2.1388 2.12 -1.52 1.54
```
Forces are in eV/Å.